Here is a molecular structure, AlF18P3 at a distorted geometry from the Open Molecules 2025 dataset. Energies are from wB97M-V/def2-TZVPD.

XYZ file:
```
22
Properties=species:S:1:pos:R:3:lowdin_charge:R:1
Al -0.18 0.21 -0.52 1.731
P -0.98 1.70 -4.16 0.161
F -0.60 3.19 -4.79 -0.126
F -2.44 2.29 -3.83 -0.104
F -1.60 1.23 -5.58 -0.118
F -1.29 0.41 -3.34 -0.159
F 0.52 1.14 -4.55 -0.143
F -0.50 2.17 -2.68 -0.169
P -1.10 0.41 3.01 0.152
F -0.68 1.62 3.97 -0.079
F -1.44 1.52 1.86 -0.154
F 0.33 0.44 2.32 -0.144
F -1.64 -0.55 1.84 -0.161
F -0.50 -0.78 3.97 -0.090
F -2.58 0.43 3.62 -0.086
P 2.15 -2.24 1.31 0.168
F 1.98 -2.01 2.88 -0.058
F 2.30 -0.63 0.97 -0.145
F 3.71 -2.41 1.29 -0.071
F 2.11 -2.29 -0.32 -0.153
F 1.91 -3.83 1.54 -0.103
F 0.53 -1.99 1.21 -0.148
```

Calculated values
* E_LUMO: -10.52 eV
* HOMO level: -13.595 eV
* energy relative to the best compared isomer or geometry (same formula, charge and spin): 47.2 kcal per mole
* gap between HOMO and LUMO: 3.0738 eV

=====

Here is 4 unconnected molecules or ions with the total composition C23H54BClF3N3O10S at a distorted geometry from the Open Molecules 2025 dataset. Energies are from wB97M-V/def2-TZVPD.

XYZ file:
```
96
Properties=species:S:1:pos:R:3:lowdin_charge:R:1
O 0.46 -8.11 -0.92 -0.333
S 0.20 -7.15 0.21 0.737
O 1.50 -6.94 0.97 -0.356
O -0.20 -5.67 -0.47 -0.206
C -1.16 -7.74 1.30 -0.206
C -1.98 -8.86 0.49 -0.212
C -2.68 -8.14 -0.77 -0.185
B -4.29 -8.29 -0.82 -0.571
Cl -5.12 -9.12 -2.26 0.614
C -5.31 -7.72 0.33 -0.154
O -6.24 -6.84 -0.36 -0.015
C -7.42 -6.65 0.36 -0.509
F -8.30 -5.96 -0.50 0.094
F -8.09 -7.83 0.70 0.114
F -7.27 -5.80 1.47 0.100
H 0.65 -5.15 -0.48 0.062
H -0.83 -8.17 2.29 0.120
H -1.85 -6.84 1.48 0.116
H -2.77 -9.37 1.13 0.119
H -1.30 -9.67 0.06 0.123
H -2.27 -8.63 -1.73 0.111
H -2.47 -7.02 -0.80 0.117
H -4.66 -7.20 1.11 0.128
H -5.78 -8.64 0.80 0.135
C 3.91 -2.44 -5.95 -0.113
O 4.72 -2.39 -4.79 -0.198
C 4.78 -1.09 -4.20 -0.208
C 4.08 -1.10 -2.83 -0.204
N 2.64 -1.25 -2.98 -0.040
C 1.94 -1.51 -1.72 -0.185
C 2.25 -2.83 -1.01 -0.199
O 1.82 -3.99 -1.72 -0.215
C 2.74 -4.48 -2.68 -0.072
H 4.03 -3.42 -6.41 0.089
H 2.85 -2.30 -5.69 0.078
H 4.21 -1.67 -6.68 0.087
H 4.36 -0.32 -4.85 0.122
H 5.83 -0.86 -4.04 0.120
H 4.30 -0.16 -2.31 0.107
H 4.51 -1.93 -2.25 0.105
H 2.44 -2.01 -3.61 0.067
H 0.87 -1.49 -1.94 0.125
H 2.13 -0.68 -1.03 0.092
H 1.69 -2.83 -0.07 0.122
H 3.31 -2.92 -0.72 0.114
H 3.78 -4.30 -2.39 0.094
H 2.54 -4.04 -3.66 0.074
H 2.59 -5.56 -2.76 0.096
C 0.64 2.97 4.22 -0.103
O 1.00 3.95 3.26 -0.226
C 2.39 4.30 3.32 -0.207
C 3.11 3.83 2.05 -0.205
N 3.22 2.38 2.02 -0.051
C 3.68 1.85 0.74 -0.194
C 2.76 2.05 -0.47 -0.212
O 1.53 1.33 -0.39 -0.207
C 0.50 2.01 0.30 -0.082
H -0.45 2.86 4.19 0.089
H 1.08 2.01 3.97 0.078
H 0.93 3.28 5.22 0.090
H 2.87 3.92 4.22 0.124
H 2.44 5.40 3.36 0.116
H 4.11 4.27 2.03 0.124
H 2.54 4.20 1.19 0.101
H 2.32 1.97 2.23 0.068
H 3.82 0.77 0.87 0.117
H 4.67 2.27 0.51 0.119
H 3.28 1.65 -1.35 0.104
H 2.58 3.11 -0.70 0.113
H 0.56 3.10 0.19 0.078
H 0.50 1.73 1.35 0.073
H -0.46 1.68 -0.12 0.093
C -3.74 8.47 -0.62 -0.114
O -3.66 7.10 -0.27 -0.198
C -2.49 6.45 -0.80 -0.209
C -1.54 6.06 0.33 -0.206
N -0.92 7.24 0.93 -0.048
C -0.19 6.96 2.16 -0.191
C -1.01 6.48 3.37 -0.221
O -1.90 7.46 3.89 -0.177
C -3.17 7.50 3.25 -0.099
H -4.71 8.84 -0.29 0.089
H -2.96 9.05 -0.12 0.077
H -3.67 8.60 -1.71 0.087
H -1.99 7.06 -1.55 0.121
H -2.84 5.54 -1.29 0.119
H -0.76 5.40 -0.07 0.113
H -2.12 5.50 1.07 0.105
H -1.64 7.93 1.13 0.068
H 0.31 7.89 2.45 0.120
H 0.60 6.23 1.95 0.097
H -0.30 6.27 4.18 0.116
H -1.53 5.53 3.18 0.107
H -3.48 6.52 2.89 0.089
H -3.16 8.22 2.44 0.069
H -3.90 7.84 3.99 0.088
```

Calculated values
* E_LUMO: -0.13 eV
* HOMO level: -8.649 eV
* SMILES string: O=S(=O)(O)CCCB(Cl)COC(F)(F)F.COCCNCCOC.COCCNCCOC.COCCNCCOC
* gap between HOMO and LUMO: 8.5154 eV

=====

Here is a molecular structure, C2F6NO4S2Sn at a distorted geometry from the Open Molecules 2025 dataset. Energies are from wB97M-V/def2-TZVPD.

XYZ file:
```
16
Properties=species:S:1:pos:R:3:lowdin_charge:R:1
Sn -2.96 0.85 1.61 1.708
C 1.81 -0.89 1.54 -0.659
F 2.55 -1.93 1.90 0.184
F 1.44 -0.19 2.59 0.152
F 2.55 -0.12 0.75 0.158
S 0.25 -1.54 0.63 0.640
O 0.69 -2.30 -0.51 -0.228
O -0.47 -2.40 1.55 -0.288
N -0.68 -0.13 0.30 -0.413
S -0.31 0.17 -1.23 0.550
O 1.10 0.37 -1.50 -0.233
O -1.02 -0.68 -2.13 -0.240
C -1.07 1.91 -1.35 -0.667
F -0.91 2.32 -2.60 0.192
F -2.39 1.79 -1.06 0.004
F -0.56 2.77 -0.48 0.141
```

Calculated values
* E_LUMO: -8.96 eV
* total charge: +1
* HOMO level: -14.199 eV
* energy relative to the best compared isomer or geometry (same formula, charge and spin): 48.1 kcal per mole
* gap between HOMO and LUMO: 5.2417 eV

=====

Here is a molecular structure, C26H23BBr2N5O3STc from the Open Molecules 2025 dataset. Energies are from wB97M-V/def2-TZVPD.

XYZ file:
```
62
Properties=species:S:1:pos:R:3:lowdin_charge:R:1
Tc -1.27 -0.51 0.09 1.135
C -0.27 4.87 -2.24 -0.085
C -1.72 4.55 -1.95 -0.236
N -2.04 3.14 -2.17 -0.020
C -1.76 2.18 -1.29 -0.765
S -2.20 0.54 -1.77 0.655
N -1.18 2.51 -0.16 0.007
N -1.00 1.44 0.70 -0.142
C -0.42 1.72 1.83 -0.233
C 0.11 3.10 2.08 -0.008
C -0.46 0.69 2.98 -0.338
C 0.03 1.36 4.26 -0.051
C 1.04 0.92 4.99 -0.012
C 1.78 -0.33 4.57 -0.189
C 0.78 -1.46 4.74 -0.051
N 0.00 -1.60 3.76 0.169
H -0.07 5.93 -2.07 0.076
H -0.02 4.65 -3.28 0.075
H 0.39 4.29 -1.60 0.058
H -2.38 5.13 -2.60 0.118
H -1.98 4.80 -0.92 0.110
H -2.49 2.86 -3.02 0.119
H 0.46 3.53 1.14 0.076
H 0.91 3.08 2.81 0.081
H -0.68 3.75 2.45 0.110
H -0.55 2.21 4.59 0.133
H 1.30 1.40 5.93 0.122
H 2.73 -0.46 5.09 0.150
H 0.68 -2.06 5.64 0.137
C -1.94 0.32 3.22 -0.017
C 0.39 -0.59 2.74 -0.375
C 1.88 -0.34 3.03 -0.144
C 2.72 -1.46 2.54 0.059
C 2.26 -2.37 1.65 -0.147
C 3.03 -3.50 1.15 -0.610
Br 4.65 -3.94 1.99 0.866
C 2.60 -4.23 0.11 -0.137
C 1.35 -3.89 -0.56 -0.539
Br 0.81 -4.97 -1.98 1.006
C 0.61 -2.84 -0.16 -0.218
O -0.59 -2.46 -0.75 0.012
C 0.97 -2.10 1.03 -0.114
N 0.14 -1.19 1.44 0.019
H -2.05 -0.25 4.13 0.094
H -2.36 -0.28 2.40 0.056
H -2.54 1.23 3.29 0.102
H 2.27 0.62 2.66 0.176
H 3.73 -1.54 2.91 0.102
H 3.16 -5.07 -0.26 0.105
O -1.78 -2.53 -2.86 0.213
B -0.65 -2.28 -2.15 -0.938
O 0.41 -1.80 -2.88 0.208
C -0.11 -1.72 -4.17 -0.175
C 0.51 -1.30 -5.32 0.022
C -0.27 -1.33 -6.48 -0.069
C -1.59 -1.76 -6.46 -0.067
C -2.21 -2.19 -5.29 0.025
C -1.43 -2.16 -4.16 -0.184
H 1.54 -0.97 -5.32 0.126
H 0.18 -1.01 -7.41 0.109
H -2.15 -1.77 -7.39 0.109
H -3.23 -2.52 -5.26 0.129
```

Calculated values
* 2S+1: 4
* E_LUMO (alpha / beta): -4.46 / -4.52 eV
* total charge: +1
* HOMO level (alpha / beta): -10.559 / -10.680 eV
* energy relative to the best compared isomer or geometry (same formula, charge and spin): 59.0 kcal per mole
* gap between HOMO and LUMO (alpha / beta): 6.0959 / 6.1585 eV

=====

Here is 2 unconnected molecules or ions with the total composition C5H11NO at a distorted geometry from the Open Molecules 2025 dataset. Energies are from wB97M-V/def2-TZVPD.

XYZ file:
```
18
Properties=species:S:1:pos:R:3:lowdin_charge:R:1
O 0.93 0.54 -2.04 0.116
C 1.05 0.13 -0.95 -0.325
N 1.42 0.81 0.58 0.147
C 0.17 0.98 0.23 -0.327
C -1.02 0.14 0.77 -0.363
C -0.51 -1.16 1.39 -0.083
C -1.93 -0.17 -0.43 -0.078
H 1.41 -0.89 -0.81 0.137
H 3.72 0.94 -1.39 0.013
H -0.15 1.88 -0.31 0.139
H 4.10 1.31 -0.86 0.034
H -1.62 0.70 1.49 0.135
H -1.28 -1.75 1.87 0.077
H -0.05 -1.79 0.62 0.070
H 0.29 -0.92 2.09 0.074
H -2.29 0.75 -0.90 0.082
H -2.81 -0.75 -0.13 0.079
H -1.42 -0.74 -1.21 0.073
```

Calculated values
* E_LUMO: -0.93 eV
* HOMO level: -8.547 eV
* energy relative to the best compared isomer or geometry (same formula, charge and spin): 138.6 kcal per mole
* gap between HOMO and LUMO: 7.6221 eV

=====

Here is a molecular structure, C19H34CeCl2N8O4S at a distorted geometry from the Open Molecules 2025 dataset. Energies are from wB97M-V/def2-TZVPD.

XYZ file:
```
69
Properties=species:S:1:pos:R:3:lowdin_charge:R:1
Ce -1.90 -17.32 -0.40 1.042
C -5.06 -16.01 1.79 -0.153
C -4.00 -16.84 2.53 -0.185
N -2.58 -16.55 2.18 -0.105
C -1.67 -17.13 3.17 -0.203
C -1.52 -18.65 2.95 -0.142
N -0.96 -18.90 1.56 -0.162
C -0.69 -20.30 1.33 -0.277
C -1.85 -21.13 0.83 -0.159
C -2.28 -20.83 -0.62 -0.207
N -3.15 -19.64 -0.82 -0.147
C -4.47 -19.71 -0.14 -0.182
C -5.27 -18.45 -0.41 -0.156
N -4.48 -17.17 -0.42 -0.154
C -5.17 -16.04 0.27 -0.203
H -5.06 -14.96 2.13 0.128
H -6.05 -16.38 2.18 0.128
H -4.12 -17.92 2.40 0.103
H -4.25 -16.66 3.58 0.127
H -2.47 -15.53 2.11 0.076
H -2.02 -16.95 4.19 0.127
H -0.67 -16.70 3.10 0.054
H -2.44 -19.24 3.02 0.111
H -0.80 -19.08 3.71 0.144
H -0.04 -18.45 1.52 0.076
H -0.26 -20.78 2.26 0.139
H 0.16 -20.39 0.64 0.060
H -2.70 -21.02 1.52 0.100
H -1.59 -22.21 0.88 0.138
H -2.82 -21.75 -0.96 0.129
H -1.36 -20.72 -1.25 0.079
H -3.33 -19.60 -1.83 0.122
H -4.28 -19.83 0.92 0.100
H -5.03 -20.59 -0.52 0.140
H -6.05 -18.39 0.40 0.141
H -5.76 -18.60 -1.40 0.135
H -4.48 -16.81 -1.41 0.106
H -6.25 -16.07 -0.02 0.134
H -4.75 -15.09 -0.13 0.124
O 0.35 -15.44 -7.07 0.170
C 0.20 -15.62 -5.91 -0.477
O 1.27 -15.71 -5.05 0.058
C -1.10 -15.87 -5.18 -0.086
C -1.79 -17.12 -5.17 0.038
C -2.64 -17.38 -4.09 -0.085
N -2.66 -16.61 -2.95 0.037
C -2.08 -15.36 -3.04 -0.172
C -1.40 -14.95 -4.21 0.053
C -2.19 -14.47 -1.83 -0.529
O -2.05 -13.24 -2.01 0.065
O -2.30 -15.03 -0.63 -0.256
H -1.69 -17.86 -5.98 0.138
H -3.34 -18.20 -4.08 0.109
H -1.04 -13.89 -4.24 0.166
N 0.51 -16.05 -1.13 -0.088
N 0.68 -16.54 -2.42 -0.091
C 0.74 -17.83 -2.54 -0.909
N 0.96 -18.43 -3.73 0.095
S 0.48 -18.84 -1.24 0.734
H 0.36 -15.03 -1.17 0.109
H 1.23 -16.31 -0.46 0.027
H 0.99 -15.65 -4.07 0.090
H 1.38 -17.90 -4.47 0.093
H 1.10 -19.42 -3.66 0.079
Cl -0.52 -13.60 2.02 0.620
C 1.10 -14.00 2.49 -0.911
Cl 1.55 -15.78 2.16 0.516
H 1.27 -13.90 3.57 0.042
H 1.77 -13.42 1.85 0.038
```

Calculated values
* 2S+1: 2
* E_LUMO (alpha / beta): -2.90 / -2.89 eV
* total charge: +1
* HOMO level (alpha / beta): -10.562 / -10.570 eV
* energy relative to the best compared isomer or geometry (same formula, charge and spin): 0.0 kcal per mole
* gap between HOMO and LUMO (alpha / beta): 7.6654 / 7.6754 eV

=====

Here is C5H6N2 in the gas phase at a distorted geometry from the Open Molecules 2025 dataset. Energies are from wB97M-V/def2-TZVPD.

XYZ file:
```
13
Properties=species:S:1:pos:R:3:lowdin_charge:R:1
C 0.07 1.92 0.08 -0.208
C 1.92 0.25 -0.14 -0.157
C -1.62 0.24 -0.57 -0.174
C 2.62 -0.84 -0.21 -0.043
C -1.86 -0.80 0.11 -0.062
N 1.23 1.28 0.06 0.105
N -1.14 1.41 -0.14 -0.021
H -0.03 3.08 0.11 0.144
H 3.33 -1.09 -1.05 0.065
H 2.16 -1.69 0.43 0.092
H -2.20 -1.73 -0.41 0.054
H -1.57 -1.01 1.12 0.044
H -1.82 2.17 0.04 0.159
```

Calculated values
* E_LUMO (alpha / beta): -0.02 / 0.04 eV
* HOMO level (alpha / beta): -7.016 / -7.486 eV
* energy relative to the best compared isomer or geometry (same formula, charge and spin): 135.3 kcal per mole
* gap between HOMO and LUMO (alpha / beta): 6.9997 / 7.5295 eV

=====

Here is a gas-phase ion, C5H10NO (charge -1) at a distorted geometry from the Open Molecules 2025 dataset. Energies are from wB97M-V/def2-TZVPD.

XYZ file:
```
17
Properties=species:S:1:pos:R:3:lowdin_charge:R:1
N 0.06 -0.92 -3.24 -0.050
C 0.81 -0.71 -2.02 -0.240
C 0.17 -0.17 -0.96 -0.128
C 1.02 0.47 0.16 -0.233
C 0.59 0.24 1.62 -0.221
C -1.00 0.26 1.77 -0.582
O -1.53 0.77 2.85 -0.355
H -0.05 -0.06 -3.80 0.063
H -0.90 -1.11 -2.99 0.043
H 1.84 -1.07 -2.12 0.093
H -0.81 0.34 -1.30 0.120
H 0.81 1.57 -0.04 0.120
H 2.04 0.10 0.03 0.082
H 0.85 -0.75 1.83 0.046
H 1.22 0.75 2.42 0.107
H -1.37 0.78 0.74 0.078
H -1.30 -0.78 1.60 0.059
```

Calculated values
* E_LUMO: 3.80 eV
* total charge: -1
* HOMO level: -2.100 eV
* energy relative to the best compared isomer or geometry (same formula, charge and spin): 44.0 kcal per mole
* SMILES string: N/C=C/CCC[O-]
* gap between HOMO and LUMO: 5.8991 eV

=====

Number 6 is which compound?
C19H34CeCl2N8O4S